Entry 1:
This record from OMol25 describes a 3-piece molecular cluster, H6O3 overall. The level of theory is ωB97M-V/def2-TZVPD.

Results
Energy above the lowest of the compared OMol25 structures with the same formula, charge and spin ... 53.7 kJ/mol
LUMO energy ... 0.0260 Eh
Largest force on an atom ... 0.007 hartree/bohr
Highest occupied orbital energy ... -11.3 eV
Energy ... -229.30464 a.u.
Gap between HOMO and LUMO ... 0.4400 Eh

```
9
Properties=species:S:1:pos:R:3:forces:R:3
O 1.461169 -3.807705 24.948670 0.10 -0.26 -0.08
H 0.959659 -3.595577 25.735889 -0.14 0.03 0.28
H 1.451384 -3.001172 24.433284 0.04 0.18 -0.16
O -1.347144 -2.606131 28.633118 0.21 -0.01 -0.15
H -1.522942 -2.641702 29.573371 0.02 -0.02 0.25
H -2.211042 -2.517057 28.230656 -0.21 0.02 -0.13
O 2.818804 -7.863847 25.252923 0.19 -0.13 0.10
H 2.111728 -8.405863 24.902937 -0.15 -0.16 -0.08
H 2.521780 -6.964242 25.116148 -0.05 0.34 -0.03
```
Forces are in eV/Å.

Entry 2:
This record from OMol25 describes C30H45ClDyO2P2 as an isolated structure at a distorted geometry. The level of theory is ωB97M-V/def2-TZVPD.

Results
Energy above the lowest of the compared OMol25 structures with the same formula, charge and spin ... 0.0 kJ/mol
LUMO energy (alpha / beta) ... -0.1216 / -0.1184 Eh
Largest force on an atom ... 0.035 hartree/bohr
Total charge ... +1
Highest occupied orbital energy (alpha / beta) ... -11.0 / -11.0 eV
Energy ... -3348.37253 a.u.
⟨S²⟩ ... 9.36
Gap between HOMO and LUMO (alpha / beta) ... 0.2834 / 0.2870 Eh
2S+1 ... 6

```
81
Properties=species:S:1:pos:R:3:forces:R:3
Dy 0.402178 -0.069596 -0.037354 -0.52 1.41 0.61
C -1.570813 -0.823950 1.613004 1.01 -0.66 -0.11
C -1.195257 -1.942900 0.795587 0.71 0.16 0.59
C 0.647431 -1.342999 2.076301 -1.37 -0.15 -0.09
C -0.442323 -0.459644 2.412586 0.30 -1.23 -0.56
C 0.178092 -2.270291 1.077893 -0.99 0.91 0.64
C -2.948826 -0.281836 1.764248 -0.41 0.28 -0.09
H -3.501436 -0.336458 0.819621 -0.02 0.03 0.17
H -2.919653 0.766726 2.074229 -0.12 -0.11 -0.02
H -3.535489 -0.833136 2.519479 0.29 0.14 -0.26
C -0.440991 0.510103 3.538555 0.18 0.50 0.27
H -1.289381 1.201452 3.466285 0.21 -0.13 0.11
H 0.476971 1.111936 3.532567 -0.17 -0.06 0.10
H -0.496187 -0.002553 4.517088 -0.02 0.15 -0.44
C 1.981242 -1.361233 2.731564 0.50 0.16 0.28
H 1.941024 -1.963079 3.657866 0.14 0.21 -0.37
H 2.312672 -0.345361 3.006969 -0.09 -0.37 -0.04
H 2.741125 -1.794802 2.066232 -0.07 0.05 0.30
C 0.989514 -3.335745 0.427158 0.07 -0.34 -0.06
H 0.941045 -4.255986 1.027574 0.15 0.13 -0.26
H 2.042604 -3.042689 0.347410 -0.05 -0.18 0.01
H 0.621593 -3.569960 -0.579185 0.06 -0.07 0.17
C -2.101171 -2.698571 -0.118378 -0.28 -0.30 -0.33
H -2.423245 -3.661129 0.326435 0.15 0.46 -0.21
H -1.599318 -2.931108 -1.071050 -0.24 -0.06 0.19
H -3.008409 -2.119512 -0.348983 0.27 -0.26 0.06
C -0.672096 2.294672 -1.594448 -0.27 -0.50 0.34
C -1.744489 1.474694 -1.481666 0.56 0.48 0.21
C -2.172775 0.422567 -2.460434 -0.19 -0.73 -0.13
C -1.097312 -0.264916 -3.339200 -0.43 0.04 -0.25
C 0.149530 -0.815154 -2.685175 1.16 0.30 -0.38
C 1.322947 -0.118320 -2.535953 -1.28 -0.79 -0.42
C 1.523044 1.350926 -2.781688 0.10 0.78 0.19
C 0.299182 2.321872 -2.750285 0.41 0.70 -0.54
H -2.897883 0.820930 -3.195459 0.10 0.08 0.52
H -0.841652 0.416560 -4.178944 0.11 -0.69 0.78
H -2.722306 -0.342342 -1.884492 0.10 0.19 -0.25
H -0.210034 2.266148 -3.733887 0.07 -0.01 0.75
H -0.504843 3.066628 -0.824406 -0.16 -0.55 -0.28
H -2.415528 1.597910 -0.620009 0.25 0.12 -0.29
H 0.761645 3.329846 -2.714108 -0.22 -0.50 -0.17
H 2.274173 1.707763 -2.051632 -0.23 -0.14 -0.26
H 2.221746 -0.636979 -2.162846 -0.32 -0.01 -0.22
H 1.976146 1.532164 -3.776125 -0.01 -0.44 0.38
H -1.616848 -1.116718 -3.810208 0.24 0.23 0.11
H 0.139905 -1.905827 -2.480733 0.19 0.64 0.03
P -0.254485 1.371643 -6.203780 0.31 0.86 -1.54
C -0.353620 3.201566 -6.391700 -0.27 0.04 0.21
C -1.534970 0.978720 -7.474077 -0.29 -0.07 0.29
P 2.021836 -0.441127 -6.971542 0.47 0.35 -1.06
C 1.203964 1.180586 -7.329429 -0.13 -0.17 0.26
C 1.467226 -1.328853 -8.499740 -0.10 -0.39 0.21
C 3.643922 0.018062 -7.723009 0.33 -0.21 0.27
H 0.518085 3.671593 -5.916429 -0.28 -0.02 -0.10
H -1.276232 3.558487 -5.914845 0.24 0.18 -0.17
H -0.364953 3.429965 -7.467664 0.00 0.16 0.38
H -1.370738 1.631939 -8.343821 -0.16 -0.28 0.20
H -2.523374 1.184860 -7.038213 0.14 -0.16 -0.30
H -1.478805 -0.074709 -7.780791 -0.10 0.29 0.10
H 3.496687 0.342690 -8.765191 0.14 -0.04 0.38
H 4.279922 -0.878096 -7.705045 0.05 0.36 -0.09
H 4.121517 0.819683 -7.141894 -0.02 -0.28 -0.19
H 1.909215 2.017558 -7.174977 -0.25 -0.42 0.05
H 0.855409 1.196502 -8.378716 0.26 0.19 0.39
H 2.045748 -2.263694 -8.545533 -0.31 0.16 -0.13
H 1.697178 -0.724288 -9.390824 -0.17 -0.22 0.28
H 0.395382 -1.567355 -8.469146 0.30 -0.03 -0.06
Cl 2.142535 4.122464 6.532352 -0.06 0.18 0.46
C 2.396879 3.614468 4.922302 0.12 -0.24 -1.25
C 3.489637 2.795838 4.618309 -0.14 0.01 -0.44
C 3.665453 2.331272 3.309413 -0.66 0.49 -0.03
C 2.713070 2.663374 2.334819 0.28 -0.21 0.20
C 1.667443 3.539382 2.621685 -0.11 0.13 0.22
C 1.511882 4.033084 3.910199 0.23 -0.10 0.34
C 2.712524 1.926001 1.033832 0.63 0.15 -0.09
O 3.724098 1.630836 0.407862 -1.36 -0.02 0.44
O 1.466120 1.588789 0.686900 0.74 -0.23 -0.63
H 4.190091 2.513253 5.392179 -0.04 0.05 0.05
H 4.505873 1.709110 3.016701 -0.11 0.00 0.20
H 0.972719 3.836439 1.826603 0.25 -0.21 0.43
H 0.698018 4.713954 4.157708 0.23 -0.17 -0.05
```
Forces are in eV/Å.